ORCA calculation (ωB97M-V/def2-TZVPD) on a structure of composition C4H7N3O in a non-equilibrium geometry.

The HOMO energy comes out at -0.258 Eh. The total charge is 0. The value obtained for the energy is -395.96932 hartree. As for the largest force on an atom: 4.9 eV Å⁻¹. Its frontier orbital gap is 7.61 eV.

Structure (XYZ):
```
15
Properties=species:S:1:pos:R:3:mulliken_charge:R:1
C 2.149 0.017 0.003 -1.29
N -1.420 -0.447 0.301 -0.02
C -0.398 0.455 0.086 0.30
C 0.708 -0.348 -0.090 0.36
N -0.578 1.808 0.196 -0.43
C -0.681 -1.686 0.098 -0.17
O -2.722 -0.194 -0.178 -0.42
N 0.354 -1.621 -0.669 -0.50
H -2.681 -0.190 -1.149 0.35
H 0.247 2.385 0.161 0.21
H -1.421 2.100 0.669 0.22
H -1.117 -2.586 0.506 0.42
H 2.493 0.492 -0.918 0.28
H 2.740 -0.885 0.149 0.33
H 2.330 0.700 0.835 0.35
```